ORCA calculation (ωB97M-V with the def2-TZVPD basis set) on a 7-piece molecular cluster, C23H31Cl4N5O overall.

Each line ends with the Löwdin charge.
CARTESIAN COORDINATES (ANGSTROEM)
N  2.902  -0.915  0.452  0.010
C  2.280  -0.724  1.670  -0.164
C  2.419  -1.864  2.372  -0.114
C  3.187  -2.757  1.561  -0.110
C  3.503  -2.156  0.366  -0.110
H  3.045  -0.128  -0.165  0.079
H  1.702  0.168  1.867  0.018
H  2.008  -2.093  3.344  0.089
H  3.314  -3.788  1.855  0.094
H  3.961  -2.471  -0.560  0.124
N  -0.077  -0.637  -3.935  0.026
C  -0.504  -0.713  -5.249  -0.159
C  0.118  0.196  -5.962  -0.131
C  0.886  1.059  -5.088  -0.075
C  0.629  0.569  -3.810  -0.137
H  -0.354  -1.204  -3.148  0.104
H  -1.200  -1.513  -5.453  0.114
H  0.023  0.368  -7.024  0.097
H  1.485  1.900  -5.404  0.086
H  0.878  0.759  -2.776  0.051
N  -3.257  -0.123  5.809  0.132
C  -3.136  -0.748  6.996  0.022
C  -1.951  -0.368  7.693  0.017
C  -1.336  0.553  6.918  -0.001
C  -2.079  0.657  5.728  0.055
H  -4.083  -0.161  5.229  0.185
H  -3.925  -1.351  7.418  0.152
H  -1.566  -0.865  8.572  0.138
H  -0.317  0.829  7.144  0.138
H  -1.902  1.187  4.804  0.078
N  4.607  2.158  0.293  0.047
C  3.367  2.580  -0.103  -0.180
C  2.921  1.997  -1.267  -0.183
C  3.954  1.166  -1.708  -0.104
C  4.999  1.332  -0.759  -0.110
H  5.088  2.394  1.149  0.155
H  2.849  3.362  0.433  0.107
H  1.992  2.213  -1.772  0.055
H  4.097  0.654  -2.648  0.106
H  6.028  1.045  -0.600  0.109
N  -2.881  1.991  -2.495  0.020
C  -3.461  0.801  -2.155  -0.190
C  -4.803  0.738  -2.527  -0.078
C  -4.935  1.924  -3.304  -0.114
C  -3.742  2.616  -3.287  -0.165
H  -1.958  2.331  -2.269  0.125
H  -2.873  0.001  -1.730  0.065
H  -5.587  0.036  -2.285  0.091
H  -5.827  2.183  -3.855  0.090
H  -3.399  3.477  -3.840  0.114
C  -1.134  1.599  1.281  -1.961
Cl  -1.983  3.219  1.349  0.508
Cl  0.012  1.609  -0.058  0.628
Cl  -0.273  1.354  2.776  0.575
Cl  -2.330  0.288  1.163  0.551
C  -0.344  -3.757  -0.036  -0.088
C  -0.420  -2.391  -0.595  -0.316
O  0.762  -2.115  -1.364  -0.097
H  -0.859  -3.662  0.921  0.070
H  0.591  -4.237  0.253  0.082
H  -0.925  -4.507  -0.573  0.076
H  -0.379  -1.766  0.297  0.063
H  -1.323  -2.110  -1.137  0.108
H  1.514  -2.190  -0.772  0.031

Cartesian forces (eV/Å) of the 2 atoms listed first:
N -0.0347 0.9383 0.2850
C 0.0257 0.3752 -1.2803

Summary:
Highest occupied orbital energy (spin up / spin down), eV: -9.507 / -9.507
Frontier orbital gap (spin up / spin down), eV: 5.612 / 1.947
Total energy, eV: -83929.6091
E_LUMO (spin up / spin down), eV: -3.894 / -7.560
Charge: +1
2S+1: 2



ORCA calculation (ωB97M-V with the def2-TZVPD basis set) on C23H31F6O3Rh as an isolated structure.

Each line ends with the Löwdin charge.
CARTESIAN COORDINATES (ANGSTROEM)
O  0.166  3.370  -1.032  -0.143
C  0.162  3.852  -2.434  -0.137
C  -0.663  5.103  -2.125  -0.080
H  -0.332  3.139  -3.115  0.112
H  1.190  4.085  -2.762  0.118
C  -0.536  4.622  -0.658  -0.559
H  -1.701  5.091  -2.480  0.115
H  -0.164  6.065  -2.297  0.113
C  -1.875  4.417  0.036  -0.026
H  -2.575  3.840  -0.583  0.092
H  -2.322  5.404  0.238  0.096
H  -1.738  3.913  1.001  0.084
C  0.356  5.548  0.159  -0.026
H  1.267  5.812  -0.391  0.088
H  0.632  5.068  1.105  0.089
H  -0.197  6.473  0.387  0.092
Rh  1.659  -0.726  -0.568  1.208
C  2.616  -1.237  1.137  -0.202
C  3.450  -1.456  -0.004  -0.221
C  3.567  -0.214  -0.724  -0.229
H  3.976  -2.393  -0.213  0.116
C  2.813  0.781  -0.012  -0.230
C  2.228  0.149  1.142  -0.223
H  1.573  0.631  1.866  0.108
H  2.327  -1.973  1.895  0.102
H  4.178  -0.030  -1.609  0.115
H  2.669  1.831  -0.269  0.113
C  0.632  -3.549  3.664  -0.105
C  0.849  -2.161  3.955  -0.084
C  -0.184  -1.403  3.301  -0.121
H  1.659  -1.760  4.580  0.111
C  -1.023  -2.327  2.597  -0.063
C  -0.538  -3.646  2.841  -0.098
H  -0.998  -4.580  2.482  0.107
H  1.275  -4.376  3.981  0.094
H  -0.329  -0.315  3.357  0.090
H  -1.879  -2.071  1.967  0.103
O  -3.281  0.119  0.273  -0.133
C  -2.181  0.664  1.024  -0.175
C  -1.041  1.075  0.080  -0.164
H  -1.834  -0.075  1.765  0.069
H  -2.572  1.531  1.566  0.108
C  -1.577  0.838  -1.336  -0.150
H  -0.147  0.457  0.307  0.053
H  -0.741  2.119  0.158  0.067
C  -2.932  0.145  -1.137  -0.172
H  -0.881  0.197  -1.901  0.094
H  -1.753  1.797  -1.863  0.094
H  -2.854  -0.904  -1.500  0.101
H  -3.715  0.670  -1.723  0.117
C  0.859  -4.541  -0.032  0.028
C  0.249  -3.432  -0.923  -0.433
O  0.118  -2.202  -0.350  -0.190
C  1.126  -3.333  -2.221  -0.495
F  0.883  -4.261  -3.167  0.156
F  1.019  -2.086  -2.789  0.076
F  2.458  -3.478  -1.910  0.086
C  -1.240  -3.868  -1.269  -0.489
F  -1.348  -5.048  -1.941  0.129
F  -1.919  -4.023  -0.097  0.126
F  -1.915  -2.929  -1.984  0.130
H  1.882  -4.262  0.236  0.089
H  0.865  -5.498  -0.567  0.105
H  0.283  -4.648  0.889  0.052

Cartesian forces (eV/Å) of the 2 atoms listed first:
O -0.3872 1.8892 -1.3782
C 0.3131 -0.3447 -0.0728

Summary:
Highest occupied orbital energy (spin up / spin down), eV: -7.331 / -8.053
Frontier orbital gap (spin up / spin down), eV: 7.943 / 5.887
Total energy, eV: -49801.3773
ΔE to the lowest compared entry with this formula, charge and spin, eV: 3.308
E_LUMO (spin up / spin down), eV: 0.612 / -2.167
2S+1: 5



ORCA calculation (ωB97M-V with the def2-TZVPD basis set) on C23H31GeO7PRuSe as an isolated structure.

Each line ends with the Löwdin charge.
CARTESIAN COORDINATES (ANGSTROEM)
Ru  -0.028  -1.475  0.722  1.022
O  -3.754  -3.192  0.352  0.212
C  -2.652  -2.618  0.746  -0.446
O  -2.060  -1.778  0.074  -0.031
C  -2.220  -2.982  2.143  -0.053
O  -0.850  -2.660  2.338  -0.242
C  0.053  -3.810  2.378  -0.042
C  0.365  -4.323  0.960  -0.600
O  0.761  -5.443  0.787  0.121
O  0.149  -3.419  0.030  -0.213
H  -4.001  -2.868  -0.532  0.167
H  -2.423  -4.031  2.356  0.160
H  -2.817  -2.360  2.818  0.151
H  -0.381  -4.585  3.006  0.141
H  0.959  -3.427  2.844  0.137
O  2.213  0.291  3.638  0.123
C  1.499  0.169  2.684  -0.650
O  1.331  -0.993  2.062  -0.236
C  0.721  1.347  2.082  -0.195
P  -0.668  0.689  1.103  0.971
C  -2.110  0.741  2.194  -0.341
C  -3.375  1.095  1.732  -0.077
C  -4.470  1.019  2.582  -0.062
C  -4.308  0.595  3.893  -0.062
C  -3.047  0.243  4.360  -0.065
C  -1.952  0.306  3.512  -0.090
C  -1.054  1.825  -0.244  -0.365
C  -1.215  1.387  -1.553  -0.122
C  -1.531  2.291  -2.557  -0.063
C  -1.685  3.636  -2.256  -0.054
C  -1.537  4.080  -0.948  -0.054
C  -1.232  3.177  0.057  -0.076
H  1.405  1.878  1.414  0.098
H  0.412  2.040  2.862  0.110
H  -3.509  1.434  0.712  0.110
H  -5.450  1.302  2.221  0.112
H  -5.162  0.547  4.556  0.113
H  -2.915  -0.073  5.386  0.116
H  -0.975  0.020  3.888  0.115
H  -1.110  0.334  -1.784  0.083
H  -1.662  1.945  -3.574  0.113
H  -1.932  4.340  -3.039  0.114
H  -1.663  5.128  -0.712  0.115
H  -1.132  3.527  1.078  0.119
C  5.035  -0.392  -1.756  -0.214
Ge  3.734  0.730  -2.672  0.771
C  3.303  0.071  -4.462  -0.213
C  4.250  2.610  -2.702  -0.212
C  2.048  0.712  -1.589  -0.539
Se  1.504  -1.077  -1.101  0.993
C  0.846  -1.748  -2.793  -0.305
H  5.982  -0.384  -2.295  0.028
H  4.690  -1.424  -1.691  0.013
H  5.215  -0.027  -0.745  0.029
H  4.027  0.458  -5.179  0.027
H  2.314  0.405  -4.778  0.020
H  3.340  -1.016  -4.511  0.017
H  5.132  2.757  -3.325  0.027
H  4.483  2.961  -1.696  0.025
H  3.445  3.223  -3.109  0.024
H  1.235  1.233  -2.090  0.011
H  2.231  1.204  -0.631  0.013
H  0.524  -0.929  -3.432  0.035
H  0.018  -2.413  -2.560  0.030
H  1.654  -2.307  -3.253  0.035

Cartesian forces (eV/Å) of the 2 atoms listed first:
Ru -0.3093 0.0717 -0.1831
O -0.0606 0.0547 -0.0131

Summary:
Highest occupied orbital energy (spin up / spin down), eV: -12.015 / -12.115
Frontier orbital gap (spin up / spin down), eV: 8.883 / 7.842
Total energy, eV: -172414.9279
ΔE to the lowest compared entry with this formula, charge and spin, eV: 0.000
E_LUMO (spin up / spin down), eV: -3.132 / -4.273
Charge: +1
2S+1: 2



ORCA calculation (ωB97M-V with the def2-TZVPD basis set) on a 2-piece molecular cluster, C23H31N2 overall.

Each line ends with the Löwdin charge.
CARTESIAN COORDINATES (ANGSTROEM)
C  3.801  0.227  2.598  0.012
N  2.379  -0.124  2.531  -0.108
C  2.006  -1.230  1.647  0.007
C  1.474  0.646  3.109  0.054
C  0.047  0.448  2.950  -0.196
C  -0.558  -0.805  3.240  -0.042
C  -1.895  -1.037  2.995  -0.027
C  -2.723  -0.034  2.484  -0.254
C  -4.181  -0.314  2.251  -0.036
C  -2.154  1.212  2.189  -0.021
C  -0.812  1.463  2.435  -0.003
H  4.361  -0.413  1.908  0.100
H  3.960  1.273  2.299  0.116
H  4.201  0.097  3.610  0.084
H  2.894  -1.517  1.083  0.096
H  1.644  -2.101  2.211  0.104
H  1.223  -0.922  0.940  0.119
H  1.854  1.533  3.638  0.151
H  0.061  -1.610  3.628  0.115
H  -2.344  -2.025  3.191  0.135
H  -4.700  0.569  1.864  0.083
H  -4.298  -1.133  1.528  0.096
H  -4.665  -0.622  3.189  0.095
H  -2.812  1.989  1.764  0.129
H  -0.388  2.432  2.170  0.122
C  6.319  1.625  5.071  -0.098
C  6.085  0.406  5.726  -0.092
C  4.833  0.120  6.255  -0.057
C  3.761  1.044  6.131  -0.268
C  2.426  0.680  6.550  -0.075
C  1.426  1.592  6.795  -0.102
N  0.206  1.290  7.290  -0.127
C  -0.759  2.380  7.359  -0.162
C  -1.961  2.096  8.270  -0.178
C  -2.518  0.692  8.093  -0.209
C  -1.427  -0.347  8.260  -0.175
C  -0.200  -0.101  7.370  -0.161
C  4.040  2.311  5.557  -0.070
C  5.298  2.583  5.019  -0.097
H  7.275  1.816  4.585  0.103
H  6.878  -0.341  5.786  0.108
H  4.636  -0.824  6.774  0.114
H  2.293  -0.378  6.823  0.096
H  1.659  2.665  6.757  0.127
H  -0.247  3.286  7.728  0.125
H  -1.118  2.633  6.339  0.122
H  -1.629  2.238  9.306  0.120
H  -2.748  2.836  8.073  0.117
H  -3.304  0.514  8.828  0.114
H  -2.969  0.595  7.103  0.112
H  -1.072  -0.361  9.298  0.120
H  -1.823  -1.346  8.045  0.116
H  -0.376  -0.493  6.345  0.121
H  0.615  -0.693  7.806  0.114
H  3.245  3.060  5.506  0.100
H  5.460  3.539  4.516  0.107

Cartesian forces (eV/Å) of the 2 atoms listed first:
C 0.9068 0.2386 0.1413
N -1.5465 1.3167 0.7426

Summary:
Highest occupied orbital energy, eV: -9.670
Frontier orbital gap, eV: 5.635
Total energy, eV: -27327.6337
ΔE to the lowest compared entry with this formula, charge and spin, eV: 0.653
E_LUMO, eV: -4.035
Charge: +1